<A>
# C52H48AlI2N2OP2Si

A molecular structure, C52H48AlI2N2OP2Si (wB97M-V/def2-TZVPD, the OMol25 dataset).

Computed properties:
Total charge ... +1
E_HOMO ... -10.19 eV

Atoms and positions in Å:
Al: -0.478 1.150 0.163
I: 3.656 6.726 -2.981
C: 2.313 5.428 -2.034
C: 1.731 5.801 -0.833
C: 0.839 4.944 -0.205
I: 0.061 5.473 1.657
C: 0.497 3.712 -0.773
O: -0.362 2.860 -0.203
C: 1.137 3.342 -1.963
C: 0.851 1.975 -2.493
N: 1.072 0.941 -1.444
C: 2.424 0.982 -0.873
C: 2.396 1.470 0.549
C: 3.462 2.114 1.149
C: 3.365 2.482 2.480
C: 2.200 2.204 3.183
C: 1.171 1.582 2.516
N: 1.272 1.207 1.228
C: 2.035 4.193 -2.589
H: 1.977 6.749 -0.375
H: 1.485 1.774 -3.361
H: -0.194 1.912 -2.799
H: 0.961 0.027 -1.879
H: 3.096 1.601 -1.469
H: 2.829 -0.032 -0.867
H: 4.352 2.333 0.573
H: 4.186 2.993 2.967
H: 2.082 2.492 4.218
H: 0.219 1.381 2.995
H: 2.514 3.883 -3.512
C: 0.013 -3.977 -1.686
C: -1.034 -2.898 -2.017
P: -1.124 -1.415 -0.875
C: -1.644 -2.242 0.660
C: -2.724 -3.116 0.775
C: -2.880 -3.884 1.918
C: -1.946 -3.812 2.943
C: -0.873 -2.939 2.847
C: -0.732 -2.152 1.715
C: -2.564 -0.625 -1.694
C: -2.283 -0.046 -2.937
C: -3.283 0.566 -3.676
C: -4.578 0.612 -3.173
C: -4.867 0.028 -1.950
C: -3.868 -0.593 -1.212
C: 1.369 -3.804 -2.390
P: 2.265 -2.241 -1.932
C: 3.232 -2.849 -0.498
C: 4.118 -3.926 -0.572
C: 4.749 -4.395 0.569
C: 4.496 -3.805 1.803
C: 3.615 -2.740 1.892
C: 2.992 -2.262 0.744
C: 3.466 -2.111 -3.313
C: 2.917 -1.915 -4.584
C: 3.731 -1.738 -5.691
C: 5.113 -1.735 -5.541
C: 5.666 -1.905 -4.281
C: 4.850 -2.082 -3.170
H: -0.392 -4.940 -2.003
H: 0.150 -4.042 -0.603
H: -2.038 -3.316 -1.955
H: -0.896 -2.530 -3.036
H: -3.447 -3.208 -0.028
H: -3.729 -4.549 2.008
H: -2.061 -4.433 3.822
H: -0.149 -2.872 3.651
H: 0.114 -1.477 1.626
H: -1.274 -0.105 -3.338
H: -3.057 1.000 -4.642
H: -5.361 1.098 -3.741
H: -5.879 0.059 -1.562
H: -4.101 -1.047 -0.255
H: 1.217 -3.795 -3.470
H: 2.015 -4.647 -2.152
H: 4.316 -4.400 -1.527
H: 5.436 -5.229 0.499
H: 4.986 -4.180 2.692
H: 3.406 -2.284 2.852
H: 2.301 -1.429 0.814
H: 1.838 -1.904 -4.710
H: 3.292 -1.597 -6.671
H: 5.752 -1.591 -6.402
H: 6.743 -1.899 -4.162
H: 5.300 -2.200 -2.193
C: -5.080 -1.223 4.261
C: -3.772 -0.879 4.572
C: -3.018 -0.137 3.674
C: -3.551 0.298 2.459
C: -4.874 -0.053 2.171
C: -5.630 -0.811 3.055
Si: -2.637 1.526 1.350
C: -2.660 3.097 2.399
C: -2.038 3.183 3.647
C: -2.140 4.325 4.427
C: -2.876 5.412 3.970
C: -3.512 5.342 2.738
C: -3.401 4.196 1.962
H: -5.669 -1.809 4.957
H: -3.339 -1.188 5.516
H: -1.993 0.110 3.937
H: -5.332 0.297 1.250
H: -6.654 -1.067 2.812
H: -3.576 1.846 0.245
H: -1.472 2.342 4.035
H: -1.647 4.369 5.391
H: -2.956 6.307 4.575
H: -4.094 6.183 2.383
H: -3.905 4.153 1.003

<B>
# C52H48AlI2N2OP2Si

A molecular structure, C52H48AlI2N2OP2Si (wB97M-V/def2-TZVPD, the OMol25 dataset).

Computed properties:
Total charge ... +1
E_HOMO ... -10.34 eV

Atoms and positions in Å:
Al: 1.057 -0.577 0.709
I: 6.037 3.694 4.418
C: 4.826 2.242 3.543
C: 4.853 0.938 4.014
C: 4.041 -0.021 3.431
I: 4.076 -1.977 4.141
C: 3.197 0.293 2.360
O: 2.443 -0.658 1.801
C: 3.178 1.620 1.899
C: 2.275 2.020 0.763
N: 0.916 1.405 0.885
C: 0.249 1.717 2.174
C: -0.484 0.518 2.722
C: -1.151 0.556 3.932
C: -1.869 -0.559 4.332
C: -1.909 -1.680 3.516
C: -1.194 -1.665 2.339
N: -0.489 -0.585 1.958
C: 3.983 2.580 2.497
H: 5.500 0.667 4.836
H: 2.173 3.107 0.739
H: 2.676 1.707 -0.204
H: 0.316 1.744 0.121
H: 0.984 2.076 2.894
H: -0.472 2.523 2.014
H: -1.111 1.449 4.542
H: -2.397 -0.553 5.277
H: -2.464 -2.564 3.795
H: -1.153 -2.521 1.677
H: 3.949 3.601 2.138
C: -2.556 2.238 -3.075
C: -2.726 3.186 -1.882
P: -2.328 2.467 -0.230
C: -3.904 1.761 0.351
C: -4.955 1.455 -0.507
C: -6.085 0.796 -0.036
C: -6.180 0.437 1.299
C: -5.132 0.729 2.164
C: -4.002 1.373 1.689
C: -2.105 4.000 0.749
C: -0.878 4.647 0.573
C: -0.562 5.785 1.298
C: -1.465 6.284 2.229
C: -2.685 5.651 2.409
C: -3.007 4.517 1.673
C: -1.122 1.931 -3.528
P: -0.135 0.766 -2.466
C: -1.253 -0.682 -2.511
C: -1.398 -1.519 -3.614
C: -2.248 -2.614 -3.558
C: -2.970 -2.881 -2.402
C: -2.848 -2.044 -1.302
C: -1.992 -0.951 -1.358
C: 1.266 0.339 -3.569
C: 1.222 0.326 -4.965
C: 2.353 0.023 -5.706
C: 3.553 -0.276 -5.070
C: 3.614 -0.270 -3.686
C: 2.479 0.041 -2.951
H: -3.064 2.696 -3.927
H: -3.085 1.299 -2.889
H: -3.753 3.561 -1.849
H: -2.092 4.066 -2.002
H: -4.906 1.718 -1.557
H: -6.894 0.568 -0.718
H: -7.065 -0.067 1.666
H: -5.200 0.456 3.210
H: -3.191 1.591 2.373
H: -0.167 4.264 -0.156
H: 0.387 6.283 1.139
H: -1.220 7.167 2.804
H: -3.399 6.047 3.121
H: -3.970 4.043 1.816
H: -0.548 2.855 -3.643
H: -1.192 1.478 -4.519
H: -0.820 -1.338 -4.514
H: -2.344 -3.264 -4.418
H: -3.631 -3.738 -2.362
H: -3.420 -2.240 -0.402
H: -1.906 -0.288 -0.502
H: 0.307 0.561 -5.495
H: 2.299 0.022 -6.787
H: 4.434 -0.510 -5.653
H: 4.536 -0.516 -3.172
H: 2.547 0.036 -1.868
C: -0.391 -5.710 2.406
C: -0.952 -5.613 1.139
C: -0.439 -4.707 0.218
C: 0.638 -3.881 0.550
C: 1.190 -3.992 1.831
C: 0.684 -4.899 2.750
Si: 1.304 -2.593 -0.646
C: 3.100 -2.909 -1.079
C: 4.141 -2.730 -0.163
C: 5.454 -3.010 -0.513
C: 5.751 -3.480 -1.786
C: 4.729 -3.669 -2.707
C: 3.417 -3.383 -2.355
H: -0.787 -6.420 3.121
H: -1.783 -6.251 0.865
H: -0.888 -4.635 -0.767
H: 2.019 -3.354 2.124
H: 1.129 -4.975 3.735
H: 0.523 -2.650 -1.899
H: 3.930 -2.363 0.834
H: 6.247 -2.867 0.211
H: 6.775 -3.702 -2.058
H: 4.953 -4.040 -3.699
H: 2.629 -3.529 -3.087

Of them, the most stable is <B> and the least stable is <A>.

<A>
# C5H10Cl10

5 unconnected molecules or ions with the total composition C5H10Cl10 (wB97M-V/def2-TZVPD, the OMol25 dataset).

Computed properties:
SMILES ... ClCCl.ClCCl.ClCCl.ClCCl.ClCCl
Total charge ... 0
E_HOMO ... -10.88 eV

Atoms and positions in Å:
Cl: -9.050 -10.868 -7.891
C: -10.612 -11.295 -8.613
Cl: -11.915 -11.480 -7.471
H: -10.854 -10.454 -9.293
H: -10.577 -12.221 -9.146
Cl: -10.521 -11.228 -3.327
C: -9.101 -10.629 -4.128
Cl: -7.707 -11.758 -3.829
H: -9.289 -10.596 -5.199
H: -8.825 -9.666 -3.695
Cl: -12.042 -5.399 -2.718
C: -10.660 -6.377 -2.125
Cl: -10.948 -8.074 -2.481
H: -9.778 -6.121 -2.621
H: -10.571 -6.277 -1.043
Cl: -10.258 -7.763 -6.688
C: -11.981 -7.993 -6.295
Cl: -12.914 -6.556 -6.695
H: -12.327 -8.828 -6.916
H: -12.084 -8.065 -5.249
Cl: -4.926 -12.969 -2.018
C: -5.669 -11.663 -1.015
Cl: -4.845 -10.077 -1.132
H: -6.706 -11.549 -1.298
H: -5.520 -12.037 -0.025

<B>
# C5H10Cl10

5 unconnected molecules or ions with the total composition C5H10Cl10 (wB97M-V/def2-TZVPD, the OMol25 dataset).

Computed properties:
SMILES ... ClCCl.ClCCl.ClCCl.ClCCl.ClCCl
Total charge ... 0
E_HOMO ... -10.70 eV

Atoms and positions in Å:
Cl: 8.580 4.047 13.152
C: 7.004 4.860 13.399
Cl: 7.118 5.799 14.837
H: 6.895 5.579 12.535
H: 6.243 4.096 13.450
Cl: 12.950 5.567 10.354
C: 13.814 6.284 11.707
Cl: 13.143 7.764 12.197
H: 13.883 5.640 12.565
H: 14.842 6.456 11.380
Cl: 7.955 8.574 7.000
C: 6.898 7.249 7.363
Cl: 5.562 7.100 6.223
H: 7.467 6.285 7.271
H: 6.418 7.387 8.301
Cl: 8.166 7.633 10.965
C: 9.373 6.471 10.336
Cl: 8.614 5.062 9.598
H: 9.902 6.970 9.577
H: 10.070 6.131 11.073
Cl: 9.380 5.642 5.554
C: 10.730 6.755 5.197
Cl: 11.698 7.040 6.568
H: 11.388 6.238 4.509
H: 10.201 7.586 4.765

Of them, the most stable is <A> and the least stable is <B>.

<A>
# CH2N2O

CH2N2O in the gas phase (wB97M-V/def2-TZVPD, the OMol25 dataset).

Computed properties:
SMILES ... N#CON
Total charge ... 0
E_HOMO ... -10.75 eV

Atoms and positions in Å:
N: -1.864 -1.455 -0.105
C: -0.944 -0.844 0.290
O: 0.393 -0.280 0.777
N: 0.911 0.696 -0.045
H: 0.983 0.281 -1.040
H: 0.521 1.601 0.123

<B>
# CH2N2O

CH2N2O in the gas phase (wB97M-V/def2-TZVPD, the OMol25 dataset).

Computed properties:
SMILES ... N#CON
Total charge ... 0
E_HOMO ... -10.40 eV

Atoms and positions in Å:
N: -2.410 -0.172 -1.917
C: -1.995 0.099 -0.883
O: -1.415 0.567 0.348
N: -0.064 0.317 0.491
H: 0.107 -0.563 1.137
H: 0.497 0.374 -0.403

Of them, the most stable is <B> and the least stable is <A>.

<A>
# C2H6NO

A gas-phase ion, C2H6NO (charge +1) (wB97M-V/def2-TZVPD, the OMol25 dataset).

Computed properties:
SMILES ... [NH3+]CC=O
Total charge ... +1
E_HOMO ... -15.95 eV

Atoms and positions in Å:
N: -0.144 0.852 0.680
C: 0.270 0.148 -0.585
C: -0.229 -1.235 -0.424
O: -0.636 -1.632 0.693
H: -0.959 1.525 0.614
H: -0.297 0.042 1.341
H: 0.590 1.444 1.097
H: 1.462 0.088 -0.500
H: 0.067 0.703 -1.706
H: -0.123 -1.935 -1.210

<B>
# C2H6NO

A molecular structure, C2H6NO (wB97M-V/def2-TZVPD, the OMol25 dataset).

Computed properties:
Total charge ... +1
E_HOMO ... -16.65 eV

Atoms and positions in Å:
C: 1.039 0.926 -0.264
C: -0.895 -0.581 0.280
N: -0.208 1.035 -0.443
O: 0.075 -1.518 0.538
H: 1.314 -0.007 0.349
H: 1.920 1.567 -0.374
H: -1.673 -0.979 -0.249
H: -0.906 0.147 1.264
H: -0.708 1.700 -1.031
H: 0.042 -2.290 -0.072

Of them, the most stable is <A> and the least stable is <B>.

<A>
# C45H26BiCl2I4N4S4Sb

A molecular structure, C45H26BiCl2I4N4S4Sb (wB97M-V/def2-TZVPD, the OMol25 dataset).

Computed properties:
Total charge ... -2
E_HOMO ... -1.62 eV

Atoms and positions in Å:
Bi: 0.289 0.588 0.509
I: -3.207 6.351 -6.604
C: -2.346 5.190 -5.060
C: -1.765 5.817 -3.977
C: -1.220 5.040 -2.958
C: -1.259 3.657 -3.026
C: -1.844 3.052 -4.141
C: -2.396 3.808 -5.159
C: -0.734 2.739 -1.934
C: -1.895 2.023 -1.295
C: -3.246 2.314 -1.440
C: -3.925 1.622 -0.428
C: -2.969 0.912 0.295
C: -3.170 0.084 1.447
C: -4.495 0.130 2.115
C: -5.659 -0.247 1.447
C: -6.891 -0.224 2.085
C: -6.953 0.185 3.405
I: -8.831 0.229 4.377
C: -5.818 0.561 4.099
C: -4.592 0.525 3.450
C: -2.263 -0.832 1.912
N: -0.986 -1.072 1.414
C: -0.548 -2.249 1.951
C: 0.636 -2.928 1.641
C: 0.889 -4.229 2.299
C: 1.113 -5.376 1.528
C: 1.333 -6.614 2.110
C: 1.332 -6.715 3.491
I: 1.651 -8.601 4.393
C: 1.131 -5.604 4.290
C: 0.915 -4.372 3.690
C: 1.608 -2.491 0.703
C: 2.925 -3.068 0.568
C: 3.578 -2.353 -0.384
C: 2.671 -1.337 -0.843
N: 1.473 -1.455 -0.145
C: 2.929 -0.483 -1.906
C: 2.033 0.467 -2.454
C: 2.288 1.365 -3.518
C: 1.228 2.251 -3.559
C: 0.362 1.875 -2.511
N: 0.817 0.784 -1.887
C: 4.317 -0.470 -2.445
C: 5.363 -0.086 -1.604
C: 6.670 -0.015 -2.060
C: 6.934 -0.339 -3.379
I: 8.925 -0.242 -4.086
C: 5.923 -0.723 -4.239
C: 4.619 -0.783 -3.767
C: -1.566 -2.752 2.849
C: -2.593 -1.877 2.844
N: -1.731 1.160 -0.254
H: -1.741 6.896 -3.906
H: -0.762 5.518 -2.101
H: -1.877 1.972 -4.199
H: -2.866 3.328 -6.007
H: -3.688 2.962 -2.177
H: -4.984 1.651 -0.235
H: -5.594 -0.586 0.421
H: -7.781 -0.541 1.560
H: -5.876 0.872 5.133
H: -3.691 0.825 3.968
H: 1.103 -5.282 0.449
H: 1.501 -7.487 1.493
H: 1.160 -5.684 5.368
H: 0.789 -3.491 4.307
H: 3.302 -3.901 1.138
H: 4.578 -2.514 -0.752
H: 3.163 1.378 -4.150
H: 1.102 3.094 -4.220
H: 5.142 0.163 -0.577
H: 7.460 0.294 -1.390
H: 6.140 -0.973 -5.269
H: 3.828 -1.096 -4.438
H: -1.517 -3.680 3.393
H: -3.524 -1.947 3.381
S: -0.338 6.322 1.839
Sb: -1.558 4.572 1.042
S: 0.116 1.715 3.087
S: 0.208 3.657 -0.574
S: -1.572 2.831 2.966
Cl: 3.699 1.298 1.754
C: 3.373 0.884 3.445
Cl: 2.704 -0.744 3.599
H: 2.635 1.588 3.819
H: 4.312 0.916 3.984

<B>
# C45H26BiCl2I4N4S4Sb

A molecular structure, C45H26BiCl2I4N4S4Sb (wB97M-V/def2-TZVPD, the OMol25 dataset).

Computed properties:
Total charge ... -2
E_HOMO ... -1.94 eV

Atoms and positions in Å:
Bi: 0.415 0.353 0.793
I: 6.047 -7.530 -1.047
C: 4.699 -5.940 -0.866
C: 3.465 -6.027 -1.488
C: 2.575 -4.964 -1.362
C: 2.908 -3.836 -0.624
C: 4.161 -3.770 -0.015
C: 5.060 -4.821 -0.128
C: 1.965 -2.692 -0.463
C: 2.394 -1.464 -1.072
C: 3.493 -1.289 -1.910
C: 3.606 0.082 -2.170
C: 2.572 0.697 -1.482
C: 2.252 2.168 -1.359
C: 3.220 2.952 -2.244
C: 3.100 2.839 -3.630
C: 3.962 3.504 -4.489
C: 4.973 4.286 -3.947
I: 6.283 5.299 -5.229
C: 5.133 4.395 -2.579
C: 4.252 3.724 -1.733
C: 0.801 2.446 -1.740
N: -0.182 1.806 -1.084
C: -1.367 2.398 -1.442
C: -2.630 2.121 -0.822
C: -3.729 3.077 -1.166
C: -4.678 2.750 -2.126
C: -5.707 3.628 -2.449
C: -5.776 4.847 -1.796
I: -7.318 6.178 -2.269
C: -4.838 5.203 -0.836
C: -3.816 4.313 -0.532
C: -2.922 1.133 0.073
C: -4.194 0.950 0.748
C: -4.081 -0.149 1.522
C: -2.735 -0.678 1.312
N: -2.062 0.101 0.465
C: -2.242 -1.904 1.827
C: -1.048 -2.482 1.392
C: -0.637 -3.856 1.677
C: 0.502 -4.091 1.004
C: 0.862 -2.874 0.303
N: -0.108 -1.902 0.601
C: -3.141 -2.676 2.732
C: -3.438 -2.210 4.012
C: -4.306 -2.896 4.854
C: -4.883 -4.076 4.411
I: -6.187 -5.123 5.668
C: -4.610 -4.572 3.145
C: -3.749 -3.863 2.318
C: -1.109 3.414 -2.378
C: 0.272 3.447 -2.569
N: 1.820 -0.233 -0.846
H: 3.198 -6.901 -2.066
H: 1.605 -5.010 -1.843
H: 4.416 -2.883 0.556
H: 6.026 -4.764 0.355
H: 4.139 -2.073 -2.270
H: 4.376 0.577 -2.738
H: 2.317 2.216 -4.042
H: 3.850 3.408 -5.560
H: 5.937 4.985 -2.160
H: 4.389 3.786 -0.662
H: -4.611 1.790 -2.624
H: -6.442 3.361 -3.196
H: -4.900 6.157 -0.332
H: -3.070 4.575 0.208
H: -5.057 1.590 0.640
H: -4.834 -0.584 2.162
H: -1.174 -4.543 2.312
H: 1.071 -5.007 0.984
H: -2.971 -1.292 4.352
H: -4.517 -2.518 5.845
H: -5.072 -5.488 2.802
H: -3.541 -4.232 1.320
H: -1.847 4.050 -2.843
H: 0.828 4.118 -3.204
S: 3.224 2.685 3.869
Sb: 3.704 1.387 2.059
S: 2.592 -0.659 2.305
S: 2.326 2.765 0.432
S: 5.799 1.265 1.217
Cl: -0.292 -0.652 4.943
C: -0.094 1.092 4.694
Cl: -1.337 1.734 3.591
H: 0.891 1.290 4.273
H: -0.232 1.576 5.652

Of them, the most stable is <B> and the least stable is <A>.